(1)
Entry from the Open Molecules 2025 dataset: a structure of composition C5H15N2S (wB97M-V/def2-TZVPD).

## Properties
* total charge: +1
* energy relative to the best compared isomer or geometry (same formula, charge and spin): 196.0 kcal/mol
* HOMO level: -0.49997 Eh
* orbital gap: 4.48 eV

Last column: Löwdin charge in e.
CARTESIAN COORDINATES (ANGSTROEM)
C: -1.536 0.484 -0.293  -0.180
N: -0.165 0.099 -0.079  0.039
C: 0.844 0.586 -0.939  -0.189
C: 2.098 1.079 -0.188  -0.194
C: 2.889 -0.013 0.488  -0.137
S: 1.382 -2.632 -0.247  0.707
C: -2.481 -0.041 0.793  -0.247
N: -3.844 0.674 0.285  0.034
H: -1.569 1.572 -0.255  0.144
H: -1.930 0.078 -1.234  0.157
H: -0.036 -0.890 0.108  0.000
H: 0.382 1.259 -1.661  0.142
H: 1.186 -0.323 -1.503  0.123
H: 2.747 1.615 -0.883  0.126
H: 1.748 1.797 0.553  0.128
H: 3.242 -0.764 -0.238  0.058
H: 3.690 0.387 1.102  0.101
H: 2.221 -0.563 1.151  0.035
H: -2.362 0.293 1.822  0.119
H: -2.270 -1.117 0.917  0.121
H: -4.542 0.519 1.017  0.062
H: 1.909 -3.746 -0.793  -0.194
H: -3.605 -0.353 0.076  0.042

(2)
Entry from the Open Molecules 2025 dataset: a structure of composition C17H26OPS3V (wB97M-V/def2-TZVPD).

## Properties
* total charge: +1
* HOMO level (alpha / beta): -0.37222 / -0.39955 Eh
* <S²>: 3.766
* multiplicity: 4
* orbital gap (alpha / beta): 7.33 / 8.13 eV

Last column: Löwdin charge in e.
CARTESIAN COORDINATES (ANGSTROEM)
V: 0.356 0.892 0.202  0.171
C: 1.345 3.705 1.122  -0.463
C: 2.259 3.451 -0.007  -0.436
S: 1.380 2.365 -1.257  0.865
C: -0.121 3.218 -2.060  -0.389
C: -1.364 3.407 -1.170  -0.441
S: -1.757 2.053 0.010  0.876
C: -1.993 2.819 1.641  -0.468
C: -0.841 2.742 2.669  -0.435
S: 0.759 2.141 1.983  0.857
H: 0.487 4.300 0.827  0.079
H: 1.791 4.290 1.905  0.084
H: 3.199 2.943 0.301  0.109
H: 2.503 4.401 -0.470  0.093
H: -0.321 2.471 -2.840  0.043
H: 0.224 4.114 -2.558  0.085
H: -2.281 3.521 -1.789  0.099
H: -1.322 4.316 -0.581  0.067
H: -2.938 2.393 2.087  0.102
H: -2.232 3.902 1.544  0.096
H: -1.067 2.081 3.486  0.072
H: -0.538 3.711 3.148  0.102
C: -2.368 -1.773 -1.787  -0.179
P: -1.264 -1.074 -3.019  0.516
C: 0.251 -2.022 -2.880  -0.177
C: -2.008 -1.613 -4.586  -0.183
O: -1.045 0.401 -2.977  -0.386
H: -2.766 -2.776 -2.049  0.074
H: -3.193 -1.034 -1.694  0.064
H: -1.830 -1.722 -0.850  0.022
H: 0.104 -3.065 -2.544  0.075
H: 1.008 -1.612 -2.234  0.021
H: 0.765 -2.025 -3.833  0.051
H: -2.157 -2.688 -4.580  0.049
H: -1.370 -1.285 -5.453  0.074
H: -2.982 -1.164 -4.804  0.055
C: 0.744 -0.862 0.383  -0.200
C: 0.983 -1.855 1.066  -0.102
C: 1.439 -2.816 1.936  -0.248
C: 2.795 -3.139 2.189  -0.005
C: 3.034 -4.214 3.041  -0.087
C: 2.020 -4.823 3.754  -0.059
C: 0.687 -4.318 3.672  -0.065
C: 0.397 -3.286 2.813  -0.027
H: 3.640 -2.597 1.690  0.135
H: 4.023 -4.603 3.095  0.099
H: 2.227 -5.581 4.481  0.100
H: -0.089 -4.825 4.259  0.112
H: -0.577 -2.864 2.719  0.104

(3)
Entry from the Open Molecules 2025 dataset: the molecule C4H5NO (wB97M-V/def2-TZVPD).

## Properties
* SMILES: O=C1C[C@H]2N[C@@H]12
* total charge: 0
* energy relative to the best compared isomer or geometry (same formula, charge and spin): 100.0 kcal/mol
* HOMO level: -0.33299 Eh
* orbital gap: 9.73 eV

Last column: Löwdin charge in e.
CARTESIAN COORDINATES (ANGSTROEM)
O: -0.610 0.186 2.147  0.092
C: -0.285 0.130 0.991  -0.426
C: -1.081 0.341 -0.301  -0.076
C: -0.041 -0.507 -1.075  -0.084
N: 1.204 0.193 -0.898  -0.001
C: 0.945 -0.426 0.371  -0.155
H: -2.106 -0.030 -0.250  0.116
H: -1.099 1.386 -0.637  0.119
H: 0.245 -1.472 -0.406  0.153
H: 1.076 1.194 -0.771  0.113
H: 1.752 -0.995 0.829  0.149

(4)
Entry from the Open Molecules 2025 dataset: a structure of composition C43H54AsCl4GeN2O7P2S3SiTi (wB97M-V/def2-TZVPD).

## Properties
* total charge: -2
* energy relative to the best compared isomer or geometry (same formula, charge and spin): 0.6 kcal/mol
* HOMO level (alpha / beta): -0.08729 / -0.08821 Eh
* <S²>: 0.758
* multiplicity: 2
* orbital gap (alpha / beta): 5.74 / 5.77 eV

Last column: Löwdin charge in e.
CARTESIAN COORDINATES (ANGSTROEM)
Ti: -0.681 0.536 -0.027  0.813
S: -2.368 -3.511 4.363  0.439
C: -2.471 -1.945 3.728  -1.987
S: -2.582 -1.762 2.063  0.569
S: -2.305 -0.646 4.771  0.504
N: 0.542 4.527 0.978  0.142
C: -0.917 4.136 1.147  -0.462
C: -1.730 5.342 1.571  -0.090
P: -0.772 2.731 2.412  0.370
O: -1.726 3.018 3.614  -0.157
O: 0.659 2.861 2.843  -0.295
O: -1.226 1.495 1.659  -0.413
P: -1.374 3.326 -0.431  0.339
O: -1.409 4.556 -1.464  -0.113
O: -2.607 2.526 -0.490  -0.305
O: -0.102 2.489 -0.620  -0.493
H: 0.999 4.071 1.838  0.104
H: 0.667 5.533 0.906  0.150
H: 0.926 4.030 0.163  0.123
H: -1.363 5.751 2.515  0.088
H: -2.768 5.041 1.719  0.011
H: -1.698 6.113 0.797  0.077
H: -2.693 2.973 3.375  -0.059
H: -2.045 4.349 -2.164  0.060
Cl: 0.526 0.265 -2.179  0.255
Cl: -6.450 0.611 2.884  -0.151
Ge: -4.887 1.288 1.365  0.130
Cl: -6.370 2.214 -0.184  -0.128
Cl: -4.515 3.426 2.545  -0.036
C: -3.380 -2.717 -4.040  -0.099
C: -2.372 -2.360 -2.940  -0.582
C: -0.966 -2.448 -3.534  -0.115
C: -2.471 -3.400 -1.811  -0.080
Si: -2.884 -0.693 -2.167  0.570
O: -1.984 -0.425 -0.790  -0.419
C: -2.825 0.827 -3.295  -0.205
C: -3.724 1.866 -3.026  -0.115
C: -3.693 3.053 -3.750  -0.104
C: -2.757 3.228 -4.761  -0.116
C: -1.857 2.209 -5.044  -0.098
C: -1.894 1.028 -4.315  -0.120
C: -4.693 -0.903 -1.689  -0.236
C: -5.707 -0.622 -2.608  -0.127
C: -7.043 -0.826 -2.297  -0.107
C: -7.398 -1.315 -1.048  -0.103
C: -6.410 -1.612 -0.123  -0.104
C: -5.074 -1.416 -0.449  -0.166
H: -3.110 -3.687 -4.474  0.078
H: -3.375 -1.980 -4.849  0.077
H: -4.399 -2.792 -3.658  0.068
H: -0.791 -3.481 -3.864  0.078
H: -0.198 -2.184 -2.813  0.014
H: -0.841 -1.802 -4.406  0.061
H: -2.189 -4.385 -2.201  0.084
H: -3.483 -3.475 -1.409  0.075
H: -1.799 -3.168 -0.981  0.071
H: -4.447 1.774 -2.224  0.054
H: -4.407 3.835 -3.514  0.106
H: -2.729 4.152 -5.327  0.091
H: -1.113 2.340 -5.821  0.093
H: -1.158 0.265 -4.528  0.060
H: -5.457 -0.217 -3.583  0.101
H: -7.809 -0.576 -3.021  0.093
H: -8.442 -1.441 -0.789  0.096
H: -6.666 -1.964 0.868  0.097
H: -4.325 -1.660 0.293  0.001
C: 5.522 0.434 6.172  -0.064
C: 4.691 0.546 4.924  -0.282
C: 5.228 1.016 3.737  -0.039
C: 4.477 1.075 2.567  -0.289
C: 5.155 1.657 1.349  -0.071
C: 3.142 0.633 2.566  -0.280
As: 2.278 0.708 0.775  1.365
N: 0.751 -0.448 0.797  -0.337
C: 0.834 -1.870 0.719  -0.376
C: 0.444 -2.650 1.809  -0.091
C: 0.473 -4.033 1.727  -0.083
C: 0.892 -4.659 0.562  -0.103
C: 1.284 -3.890 -0.525  -0.093
C: 1.254 -2.505 -0.452  -0.087
C: 3.587 -0.376 -0.232  -0.299
C: 4.001 0.126 -1.477  -0.307
C: 3.619 1.477 -2.027  -0.120
C: 4.862 -0.631 -2.270  -0.025
C: 5.337 -1.865 -1.865  -0.274
C: 6.223 -2.694 -2.753  -0.060
C: 4.969 -2.320 -0.608  -0.023
C: 4.115 -1.601 0.220  -0.264
C: 3.868 -2.183 1.586  -0.039
C: 2.550 0.271 3.786  -0.254
C: 1.085 0.015 3.996  -0.088
C: 3.348 0.206 4.927  -0.017
H: 6.522 0.840 6.017  0.065
H: 5.630 -0.609 6.480  0.075
H: 5.065 0.970 7.006  0.074
H: 6.261 1.353 3.711  0.105
H: 6.008 2.262 1.661  0.073
H: 4.483 2.303 0.778  0.057
H: 5.518 0.892 0.661  0.075
H: 0.104 -2.176 2.715  0.064
H: 0.127 -4.611 2.575  0.087
H: 0.893 -5.741 0.494  0.090
H: 1.604 -4.364 -1.445  0.098
H: 1.549 -1.903 -1.299  0.052
H: 3.091 2.099 -1.309  0.017
H: 2.955 1.364 -2.882  0.043
H: 4.521 2.004 -2.349  0.077
H: 5.159 -0.235 -3.237  0.113
H: 6.465 -2.163 -3.674  0.067
H: 5.733 -3.631 -3.025  0.078
H: 7.159 -2.951 -2.253  0.073
H: 5.345 -3.276 -0.256  0.118
H: 3.817 -3.271 1.520  0.085
H: 2.948 -1.843 2.044  0.049
H: 4.684 -1.912 2.262  0.091
H: 0.505 -0.022 3.082  0.028
H: 0.673 0.824 4.601  0.081
H: 0.919 -0.911 4.549  0.080
H: 2.877 -0.102 5.856  0.124

Energy in eV, matching the order above: -19229.314; -87572.526; -7762.188; -312320.361
Largest force on an atom in eV/A, matching the order above: 4.3; 5.2; 1.9; 1.0